Computed, not measured: a single C3H3N3S molecule, with ωB97M-V/def2-TZVPD.

Calculated values
energy above the lowest of the compared OMol25 structures with the same formula, charge and spin = 101.5 kcal per mole
Kohn-Sham gap (alpha / beta) = 5.591 / 5.587 eV
electronic energy = -18460.68214 eV

Bonds (Å) are listed after each position.
Geometry (Å):
1 C 0.454 -0.278 0.550  C2 1.409, C3 1.509, N4 1.271
2 C 1.268 0.673 -0.096  C1 1.409, N5 1.164
3 C -0.952 -0.295 0.001  C1 1.509, N6 1.249, S7 1.683
4 N 0.803 -0.983 1.549  C1 1.271, H8 1.024
5 N 1.770 1.512 -0.728  C2 1.164, H9 1.098
6 N -1.176 -0.976 -1.022  C3 1.249, H10 0.971
7 S -2.122 0.624 0.789  C3 1.683
8 H 0.070 -1.567 1.962  N4 1.024
9 H 1.950 2.131 -1.617  N5 1.098
10 H -2.064 -0.842 -1.388  N6 0.971